No. 1
Molecular formula: C35H38N6O2S
Method: DFT, ωB97M-V/def2-TZVPD

Values from the calculation:
- spin multiplicity = 1
- F_max (eV/A) = 8.87
- E (eV) = -60770.115
- SMILES = O=C(Nc1ccccc1)OCCCS.c1ccncc1.c1ccncc1.c1ccncc1.c1ccncc1.c1ccncc1
- net charge = 0

XYZ file:
```
82
C35H38N6O2S ωB97M-V/def2-TZVPD
O -0.15 -2.54 2.61
C 0.03 -2.11 1.33
N 1.25 -1.25 1.08
C 0.94 0.23 1.10
C 0.61 0.98 2.54
C 0.23 2.59 2.49
C 0.19 3.39 1.06
C 0.55 2.65 -0.40
C 0.94 1.04 -0.36
O -0.94 -2.57 0.33
C -1.89 -1.51 -0.06
C -3.17 -1.32 0.95
C -3.89 0.12 0.50
S -5.75 0.01 0.32
H 1.79 -1.54 0.23
H 0.64 0.35 3.54
H -0.04 3.12 3.50
H -0.11 4.52 1.00
H 0.55 3.26 -1.43
H 1.20 0.42 -1.33
H -2.33 -1.84 -1.12
H -1.41 -0.46 -0.22
H -2.87 -1.26 2.08
H -3.91 -2.24 0.77
H -3.59 0.98 1.26
H -3.44 0.45 -0.55
H -6.24 1.34 0.24
N -3.74 -3.00 -2.58
C -5.07 -2.76 -2.59
C -5.88 -2.95 -3.70
C -5.29 -3.42 -4.87
C -3.92 -3.68 -4.89
C -3.20 -3.46 -3.73
H -5.48 -2.39 -1.65
H -6.94 -2.74 -3.65
H -5.89 -3.58 -5.76
H -3.44 -4.04 -5.78
H -2.13 -3.65 -3.69
N -4.82 -4.19 1.52
C -3.64 -4.80 1.78
C -3.52 -6.13 2.15
C -4.68 -6.89 2.26
C -5.91 -6.29 2.00
C -5.93 -4.96 1.64
H -2.76 -4.17 1.68
H -2.55 -6.57 2.34
H -4.63 -7.94 2.55
H -6.84 -6.86 2.08
H -6.87 -4.45 1.42
N 1.67 -2.20 -2.10
C 0.66 -3.07 -2.35
C 0.53 -3.77 -3.54
C 1.48 -3.56 -4.54
C 2.52 -2.68 -4.31
C 2.58 -2.03 -3.09
H -0.05 -3.19 -1.55
H -0.30 -4.45 -3.69
H 1.40 -4.09 -5.49
H 3.28 -2.50 -5.07
H 3.38 -1.33 -2.86
N 3.89 3.32 -1.00
C 4.92 3.98 -1.57
C 6.03 4.43 -0.87
C 6.09 4.19 0.50
C 5.04 3.52 1.11
C 3.97 3.10 0.33
H 4.83 4.14 -2.64
H 6.83 4.95 -1.38
H 6.94 4.53 1.08
H 5.05 3.32 2.18
H 3.13 2.57 0.76
N 5.25 5.98 3.28
C 5.64 6.87 2.35
C 5.83 8.22 2.61
C 5.61 8.68 3.90
C 5.21 7.78 4.88
C 5.05 6.45 4.53
H 5.80 6.46 1.36
H 6.15 8.89 1.82
H 5.75 9.73 4.14
H 5.02 8.11 5.90
H 4.74 5.71 5.26
```



No. 2
Molecular formula: C28H34N7PbS2SbSe4Si
Method: DFT, ωB97M-V/def2-TZVPD

Values from the calculation:
- spin multiplicity = 1
- F_max (eV/A) = 0.55
- E (eV) = -342743.416
- net charge = -2
- energy above the lowest of the compared OMol25 structures with the same formula, charge and spin (kJ/mol) = 0.0

XYZ file:
```
78
C28H34N7PbS2SbSe4Si ωB97M-V/def2-TZVPD
Pb -0.43 0.07 0.90
C 0.00 -3.73 -0.59
N 1.25 -3.15 -1.07
C 1.26 -2.83 -2.49
C 1.85 -1.50 -2.80
N 1.96 -0.51 -1.98
C 2.52 0.53 -2.71
C 2.81 1.84 -2.33
C 3.33 2.68 -3.30
C 3.58 2.24 -4.60
C 3.30 0.94 -5.00
C 2.77 0.10 -4.03
N 2.33 -1.20 -4.06
C -1.27 -2.97 -0.85
N -1.42 -1.67 -0.85
C -2.76 -1.45 -1.18
C -3.48 -0.26 -1.28
C -4.81 -0.35 -1.64
C -5.42 -1.58 -1.89
C -4.73 -2.77 -1.76
C -3.39 -2.68 -1.39
N -2.41 -3.63 -1.20
H 0.07 -3.90 0.48
H -0.11 -4.71 -1.06
H 1.49 -2.32 -0.54
H 0.24 -2.86 -2.90
H 1.84 -3.59 -3.04
H 2.60 2.17 -1.33
H 3.55 3.71 -3.04
H 3.99 2.94 -5.33
H 3.48 0.61 -6.01
H 2.34 -1.83 -4.84
H -3.02 0.69 -1.04
H -5.40 0.56 -1.71
H -6.47 -1.60 -2.17
H -5.21 -3.73 -1.91
H -2.58 -4.58 -0.93
C -0.19 1.69 4.32
C -0.82 2.70 3.43
N -0.84 2.66 2.13
C -1.59 3.68 1.58
C -2.12 4.54 2.50
S -1.70 4.06 4.08
C -1.85 3.76 0.14
C -2.88 4.44 -0.43
S -2.92 4.17 -2.12
C -1.51 3.14 -1.96
N -1.09 3.05 -0.75
C -0.94 2.42 -3.13
H 0.82 1.48 3.99
H -0.76 0.76 4.25
H -0.19 2.02 5.36
H -2.72 5.42 2.33
H -3.65 5.04 0.05
H -0.07 2.95 -3.53
H -1.68 2.30 -3.92
H -0.62 1.43 -2.80
Se -2.06 -4.48 2.30
Sb -2.62 -2.54 3.76
Se -2.65 -0.34 2.34
Se -0.93 -2.13 5.49
Se -4.89 -2.77 4.65
C 3.19 1.07 2.10
Si 2.68 -0.59 2.87
C 2.63 -0.35 4.75
C 4.17 -1.70 2.48
C 1.11 -1.25 2.18
H 4.13 1.44 2.54
H 2.43 1.84 2.24
H 3.35 0.94 1.03
H 3.36 -1.00 5.25
H 1.64 -0.63 5.14
H 2.84 0.68 5.05
H 5.10 -1.30 2.90
H 4.31 -1.78 1.39
H 4.03 -2.71 2.87
H 0.52 -1.66 3.02
H 1.35 -2.12 1.55
```



No. 3
Molecular formula: C4H7NOS
Method: DFT, ωB97M-V/def2-TZVPD

Values from the calculation:
- spin multiplicity = 1
- F_max (eV/A) = 4.27
- E (eV) = -18632.187
- net charge = 0
- energy above the lowest of the compared OMol25 structures with the same formula, charge and spin (kJ/mol) = 228.0

XYZ file:
```
14
C4H7NOS ωB97M-V/def2-TZVPD
C 0.47 0.99 0.51
C -1.29 0.65 0.05
C -0.97 -0.48 -0.94
C 0.29 -1.25 -0.41
N 1.04 -0.19 0.30
O 2.56 1.96 1.59
S 1.10 2.27 1.32
H -1.65 0.28 1.04
H -1.99 1.40 -0.33
H -1.80 -1.20 -1.02
H -0.78 -0.08 -1.93
H 0.14 -2.21 0.27
H 0.94 -1.74 -1.17
H 1.96 -0.38 0.72
```



Number 1: highest occupied orbital energy -8.06 eV, E_LUMO 0.3 eV, frontier orbital gap 8.37 eV. Number 2: highest occupied orbital energy -0.86 eV, E_LUMO 3.4 eV, frontier orbital gap 4.24 eV. Number 3: highest occupied orbital energy -7.70 eV, E_LUMO 0.7 eV, frontier orbital gap 8.41 eV.